Molecular formula: C4H13N3
Method: DFT, ωB97M-V with the def2-TZVPD basis set

```
20
Properties=species:S:1:pos:R:3:forces:R:3:nbo_charge:R:1
C 0.6207 -1.4827 0.1912 0.66 0.13 1.17 -0.65
C 0.3251 -0.1325 -0.4317 0.23 1.59 -0.08 -0.06
C 1.5748 0.7535 -0.2967 0.48 0.24 -0.66 -0.22
N 2.5088 0.5708 -1.4662 0.32 -0.38 1.60 -0.84
N -0.8034 0.6489 0.0924 0.60 -0.48 -0.63 -0.65
C -2.0951 0.0749 0.0520 -1.57 -0.88 0.91 -0.03
N -2.6940 -0.3021 1.3964 0.98 -0.37 -1.48 -0.86
H 1.4739 -1.8910 -0.3585 -0.64 -0.74 -0.31 0.23
H 1.0654 -1.4008 1.2011 -0.09 0.74 -0.14 0.20
H -0.2275 -2.1136 0.4631 -0.06 -0.30 -1.13 0.23
H 0.2599 -0.1476 -1.5238 -0.60 -0.72 0.07 0.20
H 2.0497 0.4782 0.6486 0.35 0.19 -0.14 0.18
H 1.3589 1.8260 -0.2756 -0.59 -0.20 0.35 0.19
H 2.5199 1.4220 -2.0085 -0.10 0.07 -0.14 0.35
H 3.4297 0.5299 -1.0260 -0.03 -0.12 -0.60 0.35
H -0.5307 1.2007 0.8856 -0.43 0.09 0.29 0.36
H -2.1049 -0.8197 -0.5822 0.55 -0.04 0.17 0.17
H -2.8938 0.6652 -0.4095 0.46 0.77 -0.26 0.14
H -3.6614 -0.0339 1.3153 -0.06 0.20 0.86 0.36
H -2.1759 0.1538 2.1330 -0.44 0.22 0.15 0.36
```
Forces are in eV/Å.

The structure (SMILES) is C[C@H](CN)NCN. As for the net charge: 0. For the largest force on an atom, the calculation gives 2.02 eV/A. The energy above the lowest of the compared OMol25 structures with the same formula, charge and spin comes out at 33.5 kcal per mole. The spin multiplicity is 1. As for the total energy: -8827.9599 eV.